--- w ---
Here is a structure of composition BF4H2OSn from OMol25. Energies are from wB97M-V/def2-TZVPD.

The geometry in XYZ format:
```
9
Properties=species:S:1:pos:R:3
Sn -0.26 -1.23 0.58
F -2.52 1.21 -1.91
F -1.93 1.42 0.24
F -1.42 3.00 -1.23
F -0.30 1.04 -1.31
O 2.32 -2.16 1.66
B -1.51 1.64 -1.11
H 3.21 -1.82 1.58
H 2.41 -3.10 1.51
```

Its spin multiplicity is 1. The LUMO energy comes out at -9.064 eV. As for the HOMO energy: -14.691 eV. As for the total charge: +1. The gap between HOMO and LUMO comes out at 5.6 eV.

---

--- x ---
Here is a structure of composition BF4H2OSn from OMol25. Energies are from wB97M-V/def2-TZVPD.

The geometry in XYZ format:
```
9
Properties=species:S:1:pos:R:3
Sn 26.99 22.96 -2.06
F 27.61 23.26 -8.49
F 27.15 23.00 -6.32
F 26.32 21.50 -7.77
F 28.46 21.55 -7.12
O 24.50 26.12 -2.20
B 27.40 22.31 -7.50
H 23.67 26.17 -1.72
H 24.26 26.32 -3.11
```

Its spin multiplicity is 1. The LUMO energy comes out at -10.478 eV. As for the HOMO energy: -13.443 eV. As for the total charge: +1. The gap between HOMO and LUMO comes out at 3.0 eV.

---

Q: Which of them is the least stable? A: x.

---

--- w ---
Here is a cluster of 2 separate species, C2H4O3P in total from OMol25. Energies are from wB97M-V/def2-TZVPD.

The geometry in XYZ format:
```
10
Properties=species:S:1:pos:R:3
P 2.45 0.09 0.11
O 2.10 0.05 1.57
O 2.09 1.40 -0.50
O 2.10 -2.15 -1.56
C -2.08 0.42 0.27
C 1.58 -1.28 -0.93
H -2.36 0.98 -0.68
H -2.91 0.18 0.95
H -1.71 -0.56 0.00
H -1.25 0.86 0.78
```

Its spin multiplicity is 1. The LUMO energy comes out at 3.829 eV. As for the HOMO energy: -3.430 eV. As for the total charge: -1. The gap between HOMO and LUMO comes out at 7.3 eV.

---

--- x ---
Here is a structure of composition C2H4O3P from OMol25. Energies are from wB97M-V/def2-TZVPD.

The geometry in XYZ format:
```
10
Properties=species:S:1:pos:R:3
P -0.58 -0.69 -0.12
O -0.75 0.17 2.02
O -1.37 0.02 -3.39
O -0.13 -2.06 -0.10
C 1.42 0.93 1.26
C 0.20 0.45 1.32
H -1.87 -0.64 0.21
H -0.89 -0.69 -3.96
H 1.82 1.32 2.25
H 2.15 1.20 0.51
```

Its spin multiplicity is 1. The LUMO energy (spin up / spin down) comes out at 2.482 / 2.483 eV. As for the HOMO energy (spin up / spin down): -3.363 / -3.367 eV. As for the total charge: -1. The gap between HOMO and LUMO (spin up / spin down) comes out at 5.8 / 5.8 eV.

---

--- y ---
Here is a cluster of 2 separate species, C2H4O3P in total from OMol25. Energies are from wB97M-V/def2-TZVPD.

The geometry in XYZ format:
```
10
Properties=species:S:1:pos:R:3
P -1.39 -2.51 -0.04
O -1.00 -3.81 0.63
O -1.85 -1.17 0.98
O -2.20 -2.48 -1.32
C -0.62 -0.92 0.38
C -0.22 0.30 -0.41
H -0.56 1.22 0.20
H 0.94 -0.81 1.82
H -0.87 0.43 -1.31
H 0.91 0.40 -0.63
```

Its spin multiplicity is 1. The LUMO energy (spin up / spin down) comes out at 4.022 / 3.920 eV. As for the HOMO energy (spin up / spin down): -4.323 / -4.155 eV. As for the total charge: -1. The gap between HOMO and LUMO (spin up / spin down) comes out at 8.3 / 8.1 eV.

---

Q: Which of them is the least stable? A: x.

---

--- w ---
Here is a cluster of 2 separate species, C2H5B in total from OMol25. Energies are from wB97M-V/def2-TZVPD.

The geometry in XYZ format:
```
8
Properties=species:S:1:pos:R:3
C 0.44 -0.71 -0.19
C -0.73 0.06 0.37
B 0.32 0.88 -0.41
H -1.75 -0.05 0.03
H 0.16 -1.18 -1.23
H -0.78 0.45 1.40
H 1.29 2.26 -0.84
H 1.15 -1.47 0.27
```

Its spin multiplicity is 1. The LUMO energy comes out at 0.433 eV. As for the HOMO energy: -9.553 eV. The gap between HOMO and LUMO comes out at 10.0 eV.

---

--- x ---
Here is a cluster of 2 separate species, C2H5B in total from OMol25. Energies are from wB97M-V/def2-TZVPD.

The geometry in XYZ format:
```
8
Properties=species:S:1:pos:R:3
C -0.42 -0.18 0.77
C 0.41 -0.59 -0.48
B 0.15 0.87 -0.17
H -0.12 -1.08 -1.28
H 0.08 2.87 -1.06
H 0.03 -0.39 1.73
H 1.35 -1.09 -0.29
H -1.48 -0.42 0.78
```

Its spin multiplicity is 1. The LUMO energy (spin up / spin down) comes out at -0.225 / -0.225 eV. As for the HOMO energy (spin up / spin down): -9.223 / -9.224 eV. The gap between HOMO and LUMO (spin up / spin down) comes out at 9.0 / 9.0 eV.

---

Q: Which of them is the least stable? A: x.

---

--- w ---
Here is a structure of composition C18H12F3I3IrNO3S from OMol25. Energies are from wB97M-V/def2-TZVPD.

The geometry in XYZ format:
```
42
Properties=species:S:1:pos:R:3
Ir -0.01 0.07 -0.98
I -2.11 -1.40 -2.15
I 3.67 0.83 -3.11
I 1.81 -2.09 -2.02
S 0.16 2.32 0.12
F -0.30 1.99 -5.51
F -1.62 3.26 -4.35
F -2.25 1.26 -4.91
O -1.22 1.66 -2.15
O 0.31 0.59 -3.33
O 1.96 0.25 -0.26
N 2.37 1.09 0.70
C -0.61 -0.83 3.21
C 2.79 -1.03 -3.61
C -2.76 -1.91 -0.24
C -0.12 -0.45 1.94
C 1.64 2.16 0.97
C -0.63 1.40 -3.24
C -1.20 2.01 -4.53
C -4.41 -2.97 1.13
C 3.52 0.81 1.35
C -0.77 -0.76 0.78
C 3.97 1.64 2.33
C -3.92 -2.61 -0.14
C -2.47 -1.91 2.14
C -1.98 -1.51 0.86
C -3.68 -2.64 2.24
C 3.23 2.79 2.64
C -1.75 -1.56 3.30
C 2.08 3.05 1.94
H -4.48 -2.88 -1.03
H -2.13 -1.87 4.27
H 3.57 -1.69 -3.95
H 3.56 3.45 3.43
H 4.89 1.40 2.85
H 1.47 3.93 2.14
H -0.06 -0.55 4.10
H 4.02 -0.10 1.04
H 2.03 -0.85 -4.36
H -4.04 -2.91 3.23
H -5.34 -3.50 1.22
H 0.81 0.09 1.92
```

Its spin multiplicity is 2. The LUMO energy (spin up / spin down) comes out at -5.476 / -5.223 eV. As for the HOMO energy (spin up / spin down): -11.132 / -11.073 eV. As for the total charge: +1. The gap between HOMO and LUMO (spin up / spin down) comes out at 5.7 / 5.8 eV.

---

--- x ---
Here is a structure of composition C18H12F3I3IrNO3S from OMol25. Energies are from wB97M-V/def2-TZVPD.

The geometry in XYZ format:
```
42
Properties=species:S:1:pos:R:3
Ir 0.14 0.30 -0.23
I -2.40 -0.85 1.04
I -1.69 -3.53 -1.18
I 0.79 0.49 2.43
S 0.36 -0.36 -2.45
F -3.91 2.91 -1.23
F -2.50 3.46 -2.79
F -2.29 4.28 -0.79
O 1.37 -1.22 0.02
O -0.97 2.10 -0.12
O -1.83 0.95 -1.76
N 2.17 -1.57 -1.00
C 1.62 1.68 -0.54
C 1.81 -1.25 -2.25
C 3.74 -2.45 -3.03
C 2.73 3.25 -2.02
C -3.17 -2.32 -0.30
C -1.75 1.99 -1.11
C 3.27 -2.29 -0.70
C 3.27 2.07 2.85
C -2.63 3.20 -1.48
C 4.47 3.36 1.23
C 2.41 1.67 1.87
C 4.08 -2.75 -1.70
C 4.34 2.92 2.51
C 2.52 2.06 0.51
C 1.70 2.33 -1.74
C 3.56 2.97 0.22
C 3.66 3.54 -1.07
C 2.61 -1.71 -3.30
H 3.13 1.76 3.87
H 2.76 3.72 -3.00
H 3.42 -2.47 0.36
H -3.70 -1.78 -1.07
H -3.84 -2.94 0.28
H 5.03 3.24 3.29
H 4.47 4.23 -1.28
H 4.36 -2.80 -3.84
H 5.27 4.05 0.97
H 2.33 -1.46 -4.32
H 0.98 2.13 -2.53
H 4.96 -3.32 -1.46
```

Its spin multiplicity is 2. The LUMO energy (spin up / spin down) comes out at -4.076 / -5.714 eV. As for the HOMO energy (spin up / spin down): -11.310 / -11.270 eV. As for the total charge: +1. The gap between HOMO and LUMO (spin up / spin down) comes out at 7.2 / 5.6 eV.

---

Q: Which of them is the least stable? A: w.

---

--- w ---
Here is the molecule C7H7N from OMol25. Energies are from wB97M-V/def2-TZVPD.

The geometry in XYZ format:
```
15
Properties=species:S:1:pos:R:3
N -0.65 -1.69 -0.33
C -1.65 0.50 -0.05
C -2.63 1.23 -0.01
C 1.95 0.45 -0.50
C 1.83 0.38 0.92
C 0.79 0.13 -1.11
C 0.61 -0.18 1.25
C -0.25 -0.35 -0.10
H -3.46 1.93 -0.03
H 2.98 0.61 -0.95
H -1.35 -1.90 0.36
H 2.62 0.66 1.67
H 0.31 -0.57 2.22
H -0.98 -1.87 -1.25
H 0.56 -0.04 -2.14
```

Its spin multiplicity is 1. The LUMO energy comes out at 0.471 eV. As for the HOMO energy: -8.554 eV. The gap between HOMO and LUMO comes out at 9.0 eV.

---

--- x ---
Here is a cluster of 2 separate species, C7H7N in total from OMol25. Energies are from wB97M-V/def2-TZVPD.

The geometry in XYZ format:
```
15
Properties=species:S:1:pos:R:3
N 1.54 -1.24 -0.55
C 0.42 0.92 0.70
C 1.21 1.06 -0.37
C 0.77 -1.38 0.46
C -2.81 -0.30 -0.93
C 1.92 0.02 -0.97
C -2.12 0.04 -0.02
C 0.22 -0.31 1.23
H -0.49 -0.32 2.18
H 2.70 0.27 -1.74
H 0.27 -2.38 0.64
H -0.10 1.84 1.02
H -1.47 0.25 0.82
H -3.55 -0.52 -1.71
H 1.48 2.06 -0.77
```

Its spin multiplicity is 1. The LUMO energy comes out at 0.627 eV. As for the HOMO energy: -9.287 eV. The gap between HOMO and LUMO comes out at 9.9 eV.

---

Q: Which of them is the least stable? A: x.

---

--- w ---
Here is the ion C3H4N3O2 with charge -1 from OMol25. Energies are from wB97M-V/def2-TZVPD.

The geometry in XYZ format:
```
12
Properties=species:S:1:pos:R:3
O -3.98 0.16 1.44
O -4.40 0.73 -0.69
N -3.75 0.10 0.20
N 0.66 0.07 -0.90
N -1.75 -1.05 -0.53
C -0.90 0.07 -0.47
C 0.18 0.11 0.50
C -3.00 -0.99 -0.24
H 0.31 1.06 0.96
H 0.67 -0.97 -1.24
H -1.49 1.02 -0.58
H 0.48 -0.90 1.12
```

Its spin multiplicity is 1. The LUMO energy (spin up / spin down) comes out at 4.169 / 4.169 eV. As for the HOMO energy (spin up / spin down): -3.486 / -3.486 eV. As for the total charge: -1. The gap between HOMO and LUMO (spin up / spin down) comes out at 7.7 / 7.7 eV.

---

--- x ---
Here is the ion C3H4N3O2 with charge -1 from OMol25. Energies are from wB97M-V/def2-TZVPD.

The geometry in XYZ format:
```
12
Properties=species:S:1:pos:R:3
O -3.60 -1.32 0.04
O -4.20 0.80 0.12
N -0.96 -0.83 -0.35
N -3.31 -0.09 0.00
N -1.47 1.46 -0.11
C -2.04 0.25 -0.17
C 0.27 -0.12 -0.12
C -0.19 1.33 -0.11
H 0.47 2.18 -0.07
H 0.98 -0.31 -0.95
H -1.17 -1.62 0.25
H 0.79 -0.38 0.82
```

Its spin multiplicity is 1. The LUMO energy comes out at 3.983 eV. As for the HOMO energy: -2.324 eV. As for the total charge: -1. The gap between HOMO and LUMO comes out at 6.3 eV.

---

Q: Which of them is the least stable? A: w.